Entry 1:
A cluster of 2 separate species, C2H4O2S2 in total at a distorted geometry. Source: the OMol25 dataset; level of theory: ωB97M-V/def2-TZVPD.

The geometry in ORCA input format:
```
! RIJCOSX wB97M-V def2-TZVPD def2/J DEFGRID3
* xyz 0 3
S 2.4122 -1.7162 -1.7632
S 2.4542 0.2846 0.3714
O -1.3242 -0.1626 0.7908
O -1.2241 2.1528 0.8713
C -1.7209 1.0807 0.5410
C 1.8055 -1.1468 -0.3420
H 3.4548 -0.8710 -2.1207
H 1.6562 0.4104 1.5744
H -1.9394 -0.8671 0.6701
H -2.6881 1.0250 0.0332
*
```

Output
- <S²>: 2.01
- Lowest unoccupied orbital energy (alpha / beta): 0.40 / -1.68 eV
- Max |F|: 3.345 eV/Å
- Energy above the lowest of the compared OMol25 structures with the same formula, charge and spin: 87.0 kJ/mol
- E_HOMO (alpha / beta): -6.683 / -9.368 eV
- Orbital gap (alpha / beta): 7.0820 / 7.6884 eV

***

Entry 2:
A cluster of 2 separate species, C2H4O2Si in total at a distorted geometry. Source: the OMol25 dataset; level of theory: ωB97M-V/def2-TZVPD.

The geometry in ORCA input format:
```
! RIJCOSX wB97M-V def2-TZVPD def2/J DEFGRID3
* xyz 0 1
Si -2.5386 -0.3248 0.1758
O 2.8983 -0.2401 -0.8159
O -1.2767 -0.9778 0.6405
C 1.6077 -0.2383 -0.0278
C 2.2539 0.8834 -0.0675
H 0.7542 -0.8121 -0.1120
H 2.8050 1.7005 0.3628
H -3.7954 -1.0654 0.0058
H -2.7083 1.0747 -0.1616
*
```

Output
- Lowest unoccupied orbital energy: -0.71 eV
- Max |F|: 4.011 eV/Å
- Energy above the lowest of the compared OMol25 structures with the same formula, charge and spin: 589.7 kJ/mol
- SMILES: O=[SiH2].C1=CO1
- E_HOMO: -7.861 eV
- Orbital gap: 7.1540 eV